C46H31BrN8O4S2Tl | ωB97M-V with the def2-TZVPD basis set

E_LUMO: -3.043 eV
gap between HOMO and LUMO: 7.14 eV
energy above the lowest of the compared OMol25 structures with the same formula, charge and spin: 5.2 kcal/mol
max |F|: 0.0073 hartree/bohr
total energy: -6053.33522 a.u.
total charge: +1

Geometry as XYZ:
```
93
Properties=species:S:1:pos:R:3:forces:R:3:lowdin_charge:R:1
Tl 0.059 -0.005 0.206 0.1 0.0 -0.1 1.1195
Br -0.707 4.559 5.556 0.0 0.0 0.0 0.8187
S 1.412 5.831 -0.008 0.0 -0.1 -0.1 1.0570
S -0.830 -5.154 -2.593 0.0 0.1 0.0 1.0540
O -2.160 0.415 1.526 -0.1 0.1 0.0 -0.0027
O -2.798 3.559 -1.030 -0.1 0.1 0.1 0.0643
O -1.809 1.196 -0.506 0.1 -0.2 0.3 -0.1084
O 2.400 0.219 0.220 -0.1 -0.3 -0.1 -0.1407
N 2.010 -3.394 -0.473 0.0 0.1 0.2 0.1920
N 0.753 1.713 -1.430 0.0 0.0 0.2 0.0715
N 0.192 -0.913 -2.039 -0.1 0.1 0.1 0.0887
N -1.474 -1.914 0.298 0.1 0.1 -0.1 0.0384
N 0.211 1.750 1.969 0.0 0.0 -0.1 0.0373
N 0.729 -1.644 1.844 0.0 0.1 -0.2 0.0657
N 4.845 -1.585 -3.389 -0.1 0.0 0.2 0.1476
N 3.859 0.951 -1.323 0.1 0.0 0.0 0.1931
C 3.161 -0.074 -0.768 0.1 0.2 0.1 -0.4992
C -5.531 2.874 2.014 0.0 0.0 0.0 -0.0782
C -3.640 -2.765 -0.178 0.0 0.0 0.0 -0.0121
C 4.161 -1.527 -2.460 0.0 0.0 -0.1 -0.2304
C -0.332 3.429 4.106 0.0 0.0 0.1 -0.6703
C 0.467 -0.451 -4.371 0.0 0.0 0.0 -0.1104
C -2.494 1.168 0.598 -0.1 -0.1 0.1 -0.5979
C 0.358 2.246 4.303 0.0 0.0 0.0 -0.0714
C -0.054 -2.706 2.053 0.1 0.0 0.0 -0.1906
C 2.080 6.366 -2.407 0.1 0.0 -0.1 -0.1100
C 0.713 1.339 -2.715 0.0 0.1 -0.1 -0.1401
C 1.331 3.951 -2.068 0.0 0.0 0.0 -0.1700
C 0.439 -0.037 -3.033 0.0 -0.1 -0.1 -0.1281
C -0.021 -2.180 -2.323 0.0 0.0 0.0 -0.1105
C -0.745 3.769 2.830 0.0 0.1 0.0 -0.0669
C 2.414 -2.598 3.231 0.0 0.0 0.0 -0.0138
C -0.504 -6.193 -4.894 0.0 0.0 -0.1 -0.1681
C 0.979 2.250 -3.747 0.0 0.0 0.0 -0.1109
C -3.663 3.304 -0.022 -0.1 -0.1 0.0 -0.2615
C 2.245 7.568 -1.671 0.0 0.0 -0.1 -0.1668
C 1.266 3.575 -3.395 0.0 0.1 0.0 0.0761
C 1.942 -1.599 2.402 0.0 -0.1 0.0 -0.1289
C -4.557 1.931 1.760 0.0 0.0 0.1 -0.0162
C 0.603 1.439 3.207 0.0 0.1 0.0 -0.0880
C 1.635 5.321 -1.646 0.0 0.1 0.1 -0.4729
C -0.145 -4.827 -5.026 0.1 0.0 -0.1 -0.1092
C -3.514 -3.655 0.877 0.0 0.0 0.0 -0.0196
C -3.613 2.130 0.751 0.2 0.0 -0.1 -0.0794
C -4.622 4.272 0.268 0.0 0.1 0.0 -0.0052
C -0.897 -6.507 -3.631 0.0 0.0 0.1 -0.3995
C -2.589 -1.904 -0.429 -0.1 0.0 -0.1 -0.1093
C -0.267 -4.122 -3.862 -0.1 -0.1 0.1 -0.4691
C 1.923 7.421 -0.359 0.0 0.0 0.1 -0.3973
C 1.077 2.945 -1.118 0.1 0.1 0.0 -0.0885
C 0.962 1.802 -5.110 0.0 0.0 -0.1 0.0010
C 0.236 -1.805 -4.648 0.0 -0.1 -0.1 0.0817
C -1.340 -2.762 1.311 -0.1 0.0 0.0 -0.1911
C 2.604 -2.473 -0.840 0.1 0.0 0.0 -0.2139
C -5.546 4.053 1.271 0.0 0.0 0.0 -0.0647
C -2.354 -3.654 1.632 -0.1 -0.1 0.1 0.0210
C 3.317 -1.357 -1.328 -0.1 -0.1 -0.1 -0.1998
C 0.351 -3.740 2.882 0.0 -0.1 0.0 0.0158
C -0.012 -2.699 -3.628 0.0 0.0 -0.1 -0.1640
C 1.595 -3.684 3.482 0.1 0.0 0.0 -0.0165
C -0.451 2.901 1.799 0.0 0.0 -0.1 -0.1341
C 0.723 0.510 -5.407 0.0 0.0 0.0 0.0043
H 3.898 1.803 -0.792 0.0 0.1 0.0 0.1147
H 1.174 3.164 -0.061 0.0 0.0 0.0 0.0833
H 3.408 -2.526 3.650 0.0 0.0 0.0 0.1208
H -4.630 5.182 -0.319 0.0 0.0 0.0 0.1223
H -4.497 1.020 2.343 0.0 0.1 0.0 0.1206
H -2.296 2.738 -1.189 0.1 -0.1 0.0 0.0704
H -0.282 -4.602 3.035 0.0 0.0 0.0 0.1155
H -4.533 -2.731 -0.787 0.0 0.0 0.0 0.1205
H 1.929 -4.494 4.118 0.0 0.0 0.0 0.1233
H -0.779 3.141 0.794 0.0 0.0 0.1 0.1040
H 1.128 0.509 3.341 0.0 -0.1 0.0 0.0949
H 1.158 2.524 -5.894 0.0 0.0 0.0 0.1245
H 0.694 1.947 5.285 0.0 0.0 0.0 0.1143
H 2.555 -0.748 2.143 0.0 0.0 0.0 0.1059
H 0.726 0.166 -6.434 0.0 0.0 0.0 0.1251
H -2.257 -4.332 2.468 0.0 0.0 0.0 0.1153
H -0.175 -2.841 -1.482 0.0 0.0 0.0 0.0608
H 1.440 4.301 -4.180 0.0 0.0 0.0 0.1302
H 2.588 8.498 -2.104 0.0 -0.1 0.0 0.1112
H -2.636 -1.175 -1.232 0.0 0.0 0.1 0.1251
H -4.317 -4.339 1.119 0.0 0.0 0.0 0.1214
H -0.468 -6.906 -5.706 0.0 0.0 0.1 0.1103
H 2.307 6.284 -3.463 0.0 0.0 0.1 0.1144
H 0.253 -2.137 -5.680 0.0 0.0 0.0 0.1315
H -1.220 -7.464 -3.249 0.0 0.1 0.0 0.0724
H 4.625 0.754 -1.947 0.0 0.0 0.0 0.1025
H 0.215 -4.399 -5.953 0.0 0.0 0.1 0.1143
H -1.293 4.682 2.639 0.0 0.0 0.0 0.1202
H -6.268 2.705 2.789 0.0 0.0 0.0 0.1047
H 1.952 8.162 0.427 0.0 0.0 -0.1 0.0738
H -6.293 4.810 1.477 0.0 0.0 0.0 0.1103
```
Forces are in eV/Å.



C46H31N8O10Sn | ωB97M-V with the def2-TZVPD basis set

E_LUMO: 1.985 eV
gap between HOMO and LUMO: 7.36 eV
energy above the lowest of the compared OMol25 structures with the same formula, charge and spin: 37.4 kcal/mol
max |F|: 0.0336 hartree/bohr
total energy: -3176.26093 a.u.
total charge: -1

Geometry as XYZ:
```
96
Properties=species:S:1:pos:R:3:forces:R:3:lowdin_charge:R:1
Sn 0.715 -0.369 0.654 0.0 -0.2 -0.4 1.5701
O 3.382 -2.881 4.008 0.2 0.1 0.2 0.0530
O 0.926 0.278 3.469 -0.3 -1.6 0.4 -0.2338
O 2.451 -4.282 -6.727 0.0 0.0 0.0 0.0315
O 3.552 -5.382 -5.240 0.0 0.0 0.0 0.0273
O 0.676 -4.007 3.968 -0.1 -0.3 -0.1 0.0537
O 0.263 1.409 3.151 -0.6 1.6 -0.3 -0.2769
O 2.516 -2.476 0.086 0.0 0.0 0.1 -0.0678
O 1.082 -0.930 -1.734 -0.4 0.5 0.7 -0.1486
O -1.262 1.057 -2.943 0.2 0.1 -0.3 0.0548
O -1.973 -0.033 1.381 0.2 -0.3 0.5 -0.0145
N 2.236 0.484 3.674 1.2 0.6 0.2 -0.0075
N 2.799 -4.468 -5.565 0.4 -0.6 -0.6 -0.3832
N -1.245 0.440 -0.708 1.2 -0.4 0.5 0.0782
N 3.019 1.013 -0.455 -0.2 -0.2 0.1 0.0843
N -0.436 -2.638 0.909 0.4 0.4 0.0 0.0353
N 1.503 -2.170 2.870 -0.2 0.3 -0.3 0.0978
N -3.184 0.876 -1.719 -0.5 0.0 0.1 0.1254
N 0.844 2.451 0.304 0.1 -0.2 -0.1 0.0827
C -5.071 -1.095 -1.143 0.1 0.1 0.0 -0.0296
C -4.634 4.372 0.126 -0.1 0.1 -0.1 -0.0934
C -0.722 -4.838 1.751 0.0 0.1 0.1 0.0041
C 4.894 0.943 4.212 -0.4 0.1 -0.1 -0.0498
C 4.398 -0.342 4.049 0.2 0.2 0.1 0.0116
C 2.700 -3.785 -3.249 0.0 -0.1 -0.3 0.0424
C -5.906 -2.177 -0.920 -0.1 -0.1 0.0 -0.0946
C -2.164 0.331 0.231 -0.7 0.2 -0.2 -0.5310
C -4.320 3.159 -0.463 0.0 -0.1 0.0 -0.0219
C 1.729 4.433 -0.749 -0.2 -0.4 0.2 -0.1473
C -3.773 2.261 1.683 0.0 0.0 0.1 -0.0324
C -6.214 -2.565 0.371 -0.1 -0.1 -0.1 -0.1038
C -1.959 -4.133 -0.150 0.0 0.0 0.0 -0.0445
C 4.874 2.050 -2.247 -0.1 -0.1 0.1 -0.0133
C 2.707 -3.169 -0.898 0.3 -0.4 0.2 -0.2238
C 0.630 5.164 -0.266 0.0 -0.2 0.1 -0.0132
C -4.550 4.524 1.498 0.0 0.1 0.1 -0.1060
C 1.793 3.060 -0.413 -0.1 0.7 -0.1 -0.1418
C -1.317 -2.912 -0.040 -0.4 -0.2 -0.4 -0.1262
C -0.152 -3.567 1.812 -0.2 -0.6 0.2 -0.1706
C 2.912 2.280 -0.870 0.5 0.3 -0.4 -0.1439
C 4.926 0.734 -1.861 0.1 0.2 -0.1 -0.0339
C -3.551 0.748 -0.335 0.3 -0.1 0.0 -0.2712
C -1.810 0.821 -1.890 -0.2 0.1 -0.6 -0.5497
C -4.866 -0.765 1.214 0.0 0.0 0.0 -0.0160
C -3.912 2.076 0.311 -0.1 0.3 0.0 -0.1161
C -4.106 3.466 2.272 0.0 0.1 0.0 -0.0723
C -0.195 3.139 0.701 0.0 0.1 0.1 -0.1155
C 3.751 4.258 -2.063 -0.2 0.4 0.0 -0.0341
C 2.617 -2.024 3.585 -0.3 -0.4 -0.3 -0.4646
C 0.757 -3.281 2.985 0.3 0.3 0.4 -0.4561
C -5.692 -1.851 1.435 0.0 0.0 0.1 -0.0750
C 2.326 -3.596 -4.570 -0.4 0.7 1.0 -0.1897
C -0.342 4.510 0.451 0.0 0.2 0.0 -0.0243
C 2.741 5.012 -1.567 0.4 0.0 -0.2 -0.0328
C -4.537 -0.372 -0.080 -0.2 -0.2 -0.1 -0.1188
C 3.066 -0.579 3.764 0.2 -0.2 0.1 -0.0496
C 4.009 2.003 4.063 0.4 -0.4 0.1 -0.0453
C -1.636 -5.129 0.759 0.1 0.2 0.0 -0.0552
C 3.857 2.875 -1.739 -0.2 -0.5 0.3 -0.1475
C 3.985 0.271 -0.934 0.2 -0.1 -0.1 -0.1181
C 1.446 -1.779 -2.568 0.3 -0.5 -0.4 -0.3617
C 1.461 -2.525 -4.907 0.2 -0.2 -0.1 -0.0014
C 2.689 1.745 3.802 -0.7 0.3 -0.2 -0.0061
C 2.282 -2.921 -2.247 -0.4 0.4 -0.3 -0.1221
C 1.036 -1.665 -3.949 -0.1 0.2 0.0 0.0150
H 5.031 -1.214 4.133 -0.1 -0.1 0.0 0.1214
H 0.567 6.227 -0.471 -0.1 0.0 0.0 0.1124
H 3.292 -4.109 -0.786 0.0 0.0 0.1 0.1296
H 5.933 1.117 4.446 0.1 0.0 0.0 0.1039
H -4.813 -0.826 -2.157 0.0 0.0 0.0 0.1047
H -3.343 1.481 2.287 0.0 -0.1 0.1 0.1045
H 2.674 6.064 -1.809 0.0 0.1 0.0 0.1091
H -2.689 -4.299 -0.927 0.0 0.0 -0.1 0.1019
H 3.344 -4.623 -3.013 0.0 0.0 0.1 0.1213
H 1.912 2.492 3.702 0.0 -0.2 -0.1 0.1223
H 4.333 3.027 4.147 0.0 0.1 0.1 0.1065
H 5.680 0.067 -2.251 0.1 -0.1 0.0 0.1043
H -2.092 -6.107 0.696 0.0 0.0 0.0 0.1037
H 4.024 -0.743 -0.569 0.0 -0.2 0.0 0.0979
H -4.818 5.462 1.962 0.0 0.1 0.0 0.0952
H -1.511 -2.116 -0.746 -0.1 0.0 -0.1 0.1031
H -4.450 -0.244 2.056 0.1 0.1 0.1 0.1003
H -4.377 3.076 -1.538 0.0 0.0 0.0 0.1044
H 1.159 -2.427 -5.940 0.0 0.1 0.0 0.1125
H -3.992 3.583 3.339 0.0 0.0 0.1 0.1043
H -6.851 -3.420 0.548 -0.1 -0.1 0.0 0.0951
H -1.210 5.032 0.823 -0.1 0.0 0.0 0.1005
H -3.776 1.290 -2.417 0.2 0.0 0.0 0.1362
H -6.308 -2.725 -1.763 0.0 0.0 0.0 0.0976
H 5.598 2.467 -2.934 0.1 0.0 -0.1 0.1125
H -5.914 -2.150 2.449 0.0 0.0 0.1 0.1017
H 4.504 4.689 -2.708 0.0 0.1 -0.1 0.1091
H -4.937 5.206 -0.495 0.0 0.0 0.0 0.0983
H -0.928 2.584 1.267 -0.2 0.0 0.2 0.0937
H 0.372 -0.843 -4.176 -0.1 0.1 0.0 0.1072
H -0.437 -5.556 2.505 0.0 0.0 0.1 0.1141
```
Forces are in eV/Å.



Q: What is the formula in the second record?
A: C46H31N8O10Sn



Q: Among the records above, which one has the highest energy above the lowest of the compared OMol25 structures with the same formula, charge and spin?
A: C46H31N8O10Sn



Q: The highest max |F| belongs to which entry?
A: C46H31N8O10Sn